[1]
67
Properties=species:S:1:pos:R:3:forces:R:3 method="wB97M-V/def2-TZVPD" e_above_lowest_ev=0.880 lumo_energy_ev="-3.721 / -4.367" s_squared=0.772 energy_ha=-6463.04141 homo_lumo_gap_ev="6.2 / 5.9" multiplicity=2 total_charge=+1 homo_energy_ev="-9.906 / -10.259"
Ir 0.30662 -0.74312 -0.27576 -1.762 0.808 -0.642
Cl 5.50544 3.80796 2.15943 0.000 -0.004 -0.011
C 4.39070 2.96673 1.15934 0.007 0.036 -0.024
C 3.89757 1.76665 1.57312 -0.109 0.002 0.072
C 2.99774 1.04973 0.74376 -0.097 0.143 -0.302
N 2.54226 -0.16725 0.94852 0.801 -0.001 0.786
C 2.40688 -0.79833 2.15425 -0.149 -0.119 -0.053
O 3.14050 -1.62463 2.64510 0.010 0.117 0.065
C 1.04533 -0.46277 2.71737 0.033 0.005 -0.289
C 0.89794 -0.13745 4.04857 -0.036 -0.074 0.030
C -0.33214 0.32187 4.49313 0.046 0.002 0.061
C -1.37052 0.39903 3.58804 -0.047 -0.073 -0.081
C -1.15221 0.02584 2.27364 -0.058 -0.352 0.058
N 0.03675 -0.38992 1.81802 0.515 0.112 0.496
C 2.53677 1.65159 -0.49282 -0.054 0.099 -0.140
C 3.09593 2.87396 -0.90751 -0.105 -0.056 0.061
C 4.00348 3.51357 -0.10329 0.019 0.036 0.049
Cl 4.65372 5.01545 -0.61687 -0.011 -0.037 0.013
N 1.59635 0.92858 -1.13631 0.358 -0.292 0.264
C 1.10775 1.26279 -2.38102 -0.035 -0.300 0.094
O 1.05466 2.33759 -2.92509 0.336 -0.043 -0.135
C 0.68405 -0.00817 -3.08395 0.097 0.213 0.266
C 0.81532 -0.11207 -4.45355 -0.137 0.035 -0.087
C 0.64849 -1.34717 -5.05483 -0.005 0.072 0.045
C 0.33587 -2.42992 -4.25029 -0.026 -0.049 0.024
C 0.19018 -2.24463 -2.88989 -0.326 0.130 0.033
N 0.35700 -1.05018 -2.29907 0.434 -0.090 -0.598
H 4.23424 1.33618 2.50665 -0.014 -0.019 -0.002
H 1.74802 -0.23644 4.70797 0.026 0.008 -0.003
H -0.47363 0.61560 5.52426 0.011 -0.007 0.007
H -2.35004 0.75049 3.87703 -0.009 0.005 0.004
H -1.96291 0.03956 1.56587 -0.025 0.137 -0.042
H 2.77293 3.33297 -1.82769 -0.002 0.011 -0.012
H 1.06247 0.78059 -5.01043 0.024 0.009 0.012
H 0.77084 -1.46409 -6.12265 -0.013 -0.005 -0.007
H 0.20289 -3.42047 -4.66059 -0.014 0.001 -0.006
H -0.10207 -3.06930 -2.26151 0.061 -0.057 0.080
N -3.07001 -0.42433 -0.49758 0.097 -0.301 -0.108
C -2.60400 -1.65192 -0.20917 -0.086 0.260 -0.409
N -1.31844 -1.96047 -0.15958 -0.354 -0.145 0.521
C -1.14541 -3.31398 0.12045 0.142 -0.155 0.188
C -2.27965 -4.01008 0.31292 0.044 0.022 -0.053
S -3.64713 -2.97716 0.12096 -0.021 -0.060 0.028
C 0.23945 -3.75428 0.12865 -0.128 0.100 0.120
C 0.75958 -4.98969 0.24229 0.089 0.162 -0.025
S 2.48192 -4.90875 0.13413 0.003 -0.053 0.030
C 2.40061 -3.19878 -0.08370 0.146 0.209 -0.183
N 1.16418 -2.73027 -0.05516 -0.132 0.782 0.013
N 3.47574 -2.44418 -0.33364 -0.008 -0.153 -0.114
H -2.40898 0.21506 -0.93550 0.017 0.014 0.140
H -4.03180 -0.33023 -0.78348 -0.002 0.002 0.049
H -2.39299 -5.05400 0.54585 -0.009 -0.024 0.005
H 0.24932 -5.92762 0.37074 -0.017 -0.021 0.028
H 4.38558 -2.82042 -0.12091 -0.022 -0.011 0.000
H 3.34456 -1.44734 -0.15645 0.028 -0.010 0.016
F -6.51657 3.90267 0.61340 0.133 -0.037 -0.015
C -5.25981 3.49703 0.46279 -0.126 0.027 0.029
C -4.85763 2.91698 -0.73070 0.024 0.036 0.079
F -5.73580 2.76397 -1.72097 0.045 -0.014 0.008
C -3.54693 2.49969 -0.87231 -0.144 0.222 0.011
F -3.21465 1.92553 -2.04300 0.047 0.038 0.052
C -2.60397 2.63349 0.14219 -0.333 -0.292 0.118
Se -0.79710 2.12972 -0.09157 0.876 -0.936 -0.461
C -3.04820 3.20578 1.33082 -0.066 0.007 0.054
F -2.22063 3.35313 2.37067 0.010 -0.044 -0.088
C -4.35225 3.64210 1.49927 -0.034 -0.004 -0.086
F -4.74420 4.18752 2.64764 0.037 -0.025 -0.034

---

[2]
15
Properties=species:S:1:pos:R:3:forces:R:3 method="wB97M-V/def2-TZVPD" e_above_lowest_ev=2.170 smiles="C[C@H]1C(O)=C[C@@H]1O" lumo_energy_ev=0.674 energy_ha=-345.72522 homo_lumo_gap_ev=9.7 multiplicity=1 homo_energy_ev=-9.033
C 0.56523 -0.89583 0.53498 1.813 1.560 0.254
C 0.44105 0.39721 -0.29547 -3.397 0.751 0.072
C 0.44079 0.28078 -1.79937 -0.220 0.266 0.005
C -1.01667 0.49419 0.48593 1.623 -1.332 -0.759
C -0.72794 -0.59348 1.22042 -0.171 -0.069 0.146
O 1.82999 -0.78087 1.22983 -0.414 -0.917 0.630
O -2.11953 1.24274 0.33926 0.360 0.396 -0.202
H 1.71584 -0.13420 1.93684 -0.038 -0.072 -0.086
H -2.82331 0.93026 0.92406 0.168 -0.075 -0.027
H 0.63893 -1.81437 -0.04644 -0.119 0.048 -0.006
H 1.01659 1.25628 0.04879 0.447 -0.433 0.065
H -1.27252 -1.16328 1.95698 -0.131 -0.008 0.118
H -0.05173 1.15109 -2.23542 0.062 -0.018 -0.135
H -0.09794 -0.61009 -2.12049 -0.004 -0.029 -0.051
H 1.46123 0.23957 -2.17989 0.020 -0.069 -0.024

---

[3]
21
Properties=species:S:1:pos:R:3:forces:R:3 method="wB97M-V/def2-TZVPD" e_above_lowest_ev=7.695 lumo_energy_ev="-3.189 / -4.506" energy_ha=-399.59825 homo_lumo_gap_ev="9.0 / 5.1" multiplicity=1 total_charge=+1 homo_energy_ev="-12.185 / -9.560"
C 3.14081 0.67947 1.67489 1.572 0.085 1.241
C 1.82194 0.77943 1.88541 -1.275 -1.525 1.988
C 3.39714 0.84312 0.25263 0.469 2.434 0.061
C -1.49691 0.29036 -1.32201 0.302 0.693 -0.477
C -0.62651 -0.63384 -0.61641 0.368 -1.472 0.303
C -1.77556 -0.16130 0.12953 -1.896 0.928 -0.382
N 2.05157 1.16401 -0.15842 0.174 0.372 -5.149
N 1.13368 1.06382 0.74861 -1.211 0.158 -0.196
N -3.14146 -1.11764 0.11758 -0.128 3.648 1.890
H 3.99773 0.50894 2.33185 -0.805 -0.122 0.138
H 1.21703 0.46252 2.77133 0.860 0.788 -0.762
H 3.92882 1.78706 -0.04166 0.371 -0.738 0.506
H 4.03575 0.00735 -0.04946 -0.664 -0.369 -1.035
H -1.15647 1.31385 -1.52289 -0.139 -0.092 0.591
H -2.05315 -0.02804 -2.21600 -0.167 -0.355 0.567
H -0.35625 -1.66913 -0.95866 -0.185 1.207 0.810
H -1.97401 0.65880 0.90289 0.902 -1.634 -0.887
H 1.83146 1.55228 -1.15509 0.348 -1.155 2.848
H -2.89524 -1.83999 -0.49869 0.022 -1.800 -0.630
H -3.77000 -0.44058 -0.40273 0.289 -1.397 1.116
H -3.50031 -1.38508 1.11190 0.795 0.348 -2.540

---

[4]
110
Properties=species:S:1:pos:R:3:forces:R:3 method="wB97M-V/def2-TZVPD" e_above_lowest_ev=8.271 smiles="C[C@@H](F)Cc1cc(F)cc2c1C(=O)c1cc([C@@H](Br)[C@@H](C)Br)ccc1C2=O.COP(=O)(OC)OC.COP(=O)(OC)OC.COP(=O)(OC)OC.COP(=O)(OC)OC" lumo_energy_ev=-2.463 energy_ha=-9317.68220 homo_lumo_gap_ev=6.5 multiplicity=1 homo_energy_ev=-8.962
C -4.90627 -8.97846 5.42579 -0.827 0.109 -0.640
C -5.20887 -7.64381 4.60116 1.050 -2.169 -0.565
F -3.92699 -7.02001 4.42744 -1.411 0.159 0.250
C -5.65020 -8.10257 3.16198 -0.555 0.410 0.069
C -6.19951 -6.96382 2.25626 -0.540 1.617 -1.887
C -7.28790 -6.06871 2.69875 0.137 0.317 -1.197
C -7.84361 -5.02010 1.83990 2.281 -1.870 -0.987
F -8.87357 -4.22294 2.29041 1.493 -1.106 -0.652
C -7.29094 -4.84436 0.48612 0.048 -0.620 0.895
C -6.21125 -5.69094 0.00207 -0.445 -0.538 2.215
C -5.67016 -6.74662 0.89516 -0.925 0.903 0.217
C -4.51346 -7.59557 0.28802 0.331 0.969 -0.461
O -4.40853 -8.79753 0.38726 -0.118 0.678 0.354
C -3.46332 -6.77544 -0.54414 0.143 0.823 -0.349
C -2.04808 -7.06134 -0.41938 -0.778 2.109 -1.814
C -1.11362 -6.24443 -1.23391 -1.594 -0.111 -0.480
C 0.42762 -6.60365 -0.99752 -1.301 1.385 1.176
Br 1.59825 -6.01455 -2.46602 -0.481 -0.821 0.382
C 0.86810 -5.88214 0.38511 -0.585 -1.266 -0.043
C 1.93876 -6.70430 1.20478 -0.008 0.705 0.451
Br 1.39652 -3.99390 0.13692 -0.330 -0.673 0.270
C -1.63874 -5.21354 -2.16319 -1.275 -1.295 1.368
C -3.11506 -4.93854 -2.28238 1.386 -2.071 1.728
C -4.01160 -5.72374 -1.44067 1.664 -0.487 0.344
C -5.56586 -5.52000 -1.42031 0.844 -0.096 0.806
O -6.20318 -5.24390 -2.40526 0.256 0.090 0.648
H -5.02342 -9.86068 4.72920 0.119 0.892 0.787
H -3.85584 -9.01937 5.80138 -1.008 0.364 -0.062
H -5.67946 -9.08511 6.23116 0.961 -0.023 -0.495
H -5.94279 -6.98091 5.11922 0.944 -0.206 -0.468
H -4.76342 -8.63290 2.71610 -0.938 0.761 0.293
H -6.45974 -8.88890 3.22451 0.761 0.833 0.183
H -7.74659 -6.20017 3.71471 0.567 0.149 -1.112
H -7.70976 -4.03419 -0.16399 0.455 -0.937 0.643
H -1.66307 -7.83976 0.28359 -0.536 0.708 -0.767
H 0.50258 -7.70922 -0.79582 0.117 1.154 -0.625
H -0.07837 -5.84400 0.99153 0.998 0.172 -0.652
H 2.22631 -7.67825 0.72954 -0.245 0.997 0.271
H 1.51423 -6.91690 2.22731 0.411 0.103 -1.057
H 2.83899 -6.05740 1.37961 -0.678 -0.859 -0.311
H -0.89331 -4.65033 -2.77676 -0.956 -0.472 0.606
H -3.52564 -4.17152 -2.97722 0.581 -0.669 0.631
C -0.34327 1.77325 -3.30754 0.501 0.202 0.508
O -0.79811 0.42910 -3.50311 -1.551 1.502 2.495
P -2.47529 0.13726 -3.55792 1.207 -4.916 -8.125
O -2.24612 -1.29979 -3.98768 0.120 0.274 1.556
O -2.64489 1.11874 -4.84904 -0.974 0.369 0.927
C -1.87334 0.89691 -6.01869 0.724 0.308 -0.181
O -4.17143 -0.06819 -3.54517 0.733 2.457 2.706
C -4.75739 -0.15481 -2.24339 -0.004 -0.091 0.136
H 0.29977 1.79674 -2.42408 -0.025 0.073 -0.050
H 0.24213 2.08732 -4.17623 -0.163 -0.100 -0.044
H -1.16736 2.47123 -3.15543 0.086 0.076 -0.213
H -1.21020 0.03424 -5.93120 -0.171 -0.030 0.128
H -1.26587 1.78753 -6.20680 -0.063 -0.070 -0.031
H -2.54509 0.75236 -6.86556 -0.127 0.005 0.170
H -4.58437 0.77172 -1.69056 -0.228 -0.084 0.105
H -4.32052 -0.99579 -1.69983 -0.070 -0.042 0.118
H -5.82735 -0.31352 -2.34854 0.006 0.003 -0.133
C 2.87211 4.77122 2.60207 0.150 0.559 0.231
O 2.16305 4.26971 1.46245 3.094 0.818 -0.770
P 2.90642 3.06773 0.51260 -7.878 -5.387 0.613
O 1.62993 2.85272 -0.28039 0.789 1.348 -0.475
O 2.98244 2.04908 1.78468 1.214 0.055 -0.498
C 1.80406 1.72349 2.50583 -0.296 0.337 0.594
O 3.73785 1.89394 -0.40857 2.608 2.593 0.907
C 4.67772 2.42043 -1.34940 0.044 0.087 -0.140
H 2.96920 5.85356 2.50173 0.041 -0.084 0.066
H 2.30109 4.55273 3.50818 -0.026 -0.083 -0.146
H 3.86965 4.34116 2.69121 -0.067 0.029 0.168
H 0.91402 2.21212 2.10557 0.140 -0.024 -0.140
H 1.93629 2.03673 3.54606 -0.056 -0.052 -0.067
H 1.66262 0.64238 2.48642 0.159 0.038 -0.135
H 5.46303 2.97262 -0.82755 0.124 -0.089 -0.208
H 4.16351 3.08290 -2.04959 0.068 0.025 -0.124
H 5.12499 1.59666 -1.89894 -0.077 -0.089 0.065
C 1.47591 7.53694 -6.74041 0.408 -0.034 -0.345
O 0.44916 6.58117 -6.46255 2.368 -0.467 2.078
P -0.02849 6.35292 -4.84475 -8.672 1.037 -1.501
O -1.19927 5.47482 -5.20211 1.490 -0.502 -0.114
O -0.47476 7.91559 -4.69297 0.795 -0.241 0.875
C -1.45865 8.45873 -5.55974 0.095 0.298 -0.641
O -0.21529 6.16659 -3.16391 3.482 0.394 -1.043
C 0.74697 5.30290 -2.54445 0.109 -0.203 0.106
H 2.28517 7.03391 -7.27422 -0.038 0.074 0.019
H 1.07117 8.32523 -7.37995 -0.057 -0.081 0.103
H 1.88329 7.98372 -5.83275 -0.076 0.132 -0.089
H -1.84224 7.72885 -6.27490 0.062 -0.090 0.165
H -1.01171 9.28970 -6.11459 -0.083 -0.044 0.027
H -2.28388 8.84734 -4.96232 0.109 -0.106 0.112
H 1.75063 5.71528 -2.67819 0.041 -0.140 0.238
H 0.69111 4.31292 -2.99730 0.087 -0.130 0.120
H 0.52848 5.22410 -1.48349 -0.081 0.008 -0.029
C 7.66793 7.54109 6.44972 0.095 0.535 0.193
O 6.89829 7.04465 5.35035 2.975 0.498 -1.123
P 7.55199 5.79181 4.40422 -7.138 -5.225 0.921
O 6.27925 5.57097 3.62828 0.828 1.192 -0.341
O 7.64552 4.80101 5.69652 1.096 0.019 -0.548
C 6.47552 4.48739 6.43726 -0.280 0.341 0.571
O 8.45800 4.65261 3.52015 2.026 2.865 0.991
C 9.39209 5.21394 2.59134 0.054 0.125 -0.213
H 7.80681 8.61634 6.32031 -0.005 -0.072 0.047
H 7.12098 7.36770 7.37957 0.000 -0.077 -0.133
H 8.64874 7.06935 6.51579 -0.093 -0.049 0.145
H 5.57973 4.96495 6.03617 0.135 -0.020 -0.136
H 6.61776 4.82310 7.46899 -0.056 -0.057 -0.066
H 6.33705 3.40591 6.44259 0.139 0.042 -0.129
H 10.13725 5.81111 3.12205 0.130 -0.089 -0.201
H 8.86160 5.84062 1.87150 0.080 0.024 -0.112
H 9.89174 4.40656 2.06329 -0.070 -0.091 0.080